210
Properties=species:S:1:pos:R:3:mulliken_charge:R:1 method="wB97M-V/def2-TZVPD" charge=0 largest_force_ev_per_a=3.9 orbital_gap_ev=8.882 homo_ev=-8.36
C -0.46820 -6.34233 -1.98442 -0.774
C -1.93642 -5.98879 -1.89714 0.132
C -2.12556 -4.54448 -1.51289 1.088
O -3.44145 -4.21910 -1.65963 -0.481
C -3.88058 -3.19351 -0.83883 -0.076
N -2.66015 -6.42495 -3.11089 -0.693
H -0.08763 -5.76083 -2.79495 -0.316
H -0.22573 -7.34513 -2.16704 0.435
H 0.08685 -6.12502 -1.06488 0.205
H -2.39925 -6.55794 -1.07769 0.295
H -1.45678 -3.81157 -2.10176 -0.696
H -1.72368 -4.53240 -0.47642 0.043
H -3.31090 -2.23449 -0.99639 0.015
H -3.66072 -3.30431 0.19818 -0.178
H -4.94363 -3.16320 -0.98611 0.470
H -2.07454 -6.19525 -3.88605 0.224
H -3.64128 -6.08549 -3.10668 0.336
C 1.64812 5.63293 -3.61569 -1.066
C 3.00470 5.32399 -2.89699 -0.005
C 3.00060 3.77435 -2.53295 0.981
O 4.18702 3.40588 -1.85864 -0.559
C 4.01773 2.31356 -0.98109 -0.145
N 4.24551 5.73460 -3.62154 -0.755
H 1.80086 6.50719 -4.26134 0.400
H 0.87287 5.66948 -2.90778 0.198
H 1.40039 4.75225 -4.20994 0.109
H 3.10673 5.74518 -1.88585 0.347
H 2.80289 3.07527 -3.37890 -0.225
H 2.13859 3.61102 -1.85930 -0.378
H 3.15204 2.49122 -0.30109 0.067
H 4.98488 2.25334 -0.41890 0.194
H 3.86847 1.36929 -1.46095 0.161
H 5.03655 5.48833 -3.05636 0.307
H 4.34944 5.23941 -4.49832 0.273
C -4.92925 -1.06754 1.92675 -0.385
C -5.56194 -2.35434 2.33383 0.469
C -4.64410 -3.09561 3.32544 -0.845
O -3.48766 -3.44248 2.58764 -0.160
C -2.47549 -3.85898 3.42115 -0.586
N -6.95722 -2.12402 2.69899 -0.628
H -3.94161 -1.31162 1.45097 -0.502
H -4.77578 -0.30476 2.70274 0.372
H -5.62140 -0.59078 1.19186 0.288
H -5.51596 -3.06399 1.51137 0.209
H -5.14142 -4.03620 3.62453 0.319
H -4.31515 -2.48193 4.12646 0.291
H -2.77140 -4.77250 3.94500 0.424
H -2.19155 -3.09084 4.15014 0.105
H -1.59381 -4.07801 2.85627 0.074
H -7.48490 -2.99186 2.73878 0.276
H -7.09722 -1.59075 3.49653 0.204
C 5.95862 -1.90839 3.00129 -1.433
C 5.68989 -0.56958 3.65618 0.174
C 4.83864 0.37246 2.73891 -0.009
O 4.46695 1.53439 3.47435 -0.439
C 3.87379 2.55203 2.63976 -0.598
N 4.98510 -0.70686 4.92823 -0.611
H 6.73154 -2.34655 3.59845 0.430
H 6.28622 -1.86750 1.97378 0.358
H 5.08492 -2.56431 3.13668 0.242
H 6.68190 -0.08245 3.90323 0.361
H 3.91069 -0.18455 2.58785 -0.235
H 5.34850 0.55624 1.80595 0.400
H 4.48720 2.86204 1.80193 0.507
H 3.63406 3.45994 3.23421 0.297
H 2.92323 2.13058 2.19748 0.060
H 5.63357 -1.06683 5.69700 0.243
H 4.78181 0.26461 5.21402 0.287
C 1.82405 -2.19364 -7.30632 -1.805
C 0.82157 -2.71095 -6.21551 2.450
C -0.40545 -3.28429 -6.94365 -0.901
O -1.56864 -3.60397 -6.10011 -0.313
C -2.22679 -2.49065 -5.63645 -0.733
N 1.48665 -3.71644 -5.37056 -0.065
H 1.96921 -3.00091 -8.01231 0.486
H 2.72965 -1.82885 -6.83489 0.232
H 1.22759 -1.41272 -7.78743 0.411
H 0.62879 -1.80704 -5.61434 -1.243
H -0.20021 -4.21461 -7.46025 0.247
H -0.75453 -2.59238 -7.76075 0.379
H -3.06546 -2.83914 -5.01274 0.286
H -2.57281 -1.84285 -6.42484 0.407
H -1.57271 -1.88867 -4.89737 0.212
H 0.78887 -4.16967 -4.78215 -0.179
H 1.69775 -4.42903 -6.05912 0.315
C 1.11004 6.75670 0.17755 -0.967
C 0.08225 6.01335 1.00343 0.728
C 0.64057 4.63618 1.45488 -0.918
O 0.83875 3.68064 0.45804 0.188
C -0.31663 3.18551 -0.17089 -0.974
N -0.27401 6.75715 2.21952 -0.681
H 0.69294 7.71658 -0.08805 0.494
H 1.23157 6.19933 -0.72803 -0.258
H 2.13316 6.83254 0.51532 0.328
H -0.88480 5.97296 0.37579 0.172
H -0.17503 4.22487 2.07604 -0.012
H 1.52897 4.75053 2.01268 0.579
H -1.09279 2.90398 0.50623 0.729
H 0.04744 2.30927 -0.76045 -0.484
H -0.66254 3.89084 -0.92386 0.414
H -0.62740 7.64151 1.91828 0.287
H 0.52497 7.03369 2.74952 0.250
C -4.24542 5.87025 3.79306 -1.417
C -4.35427 4.37771 4.25639 0.732
C -4.52825 4.24646 5.79144 -0.993
O -4.49881 2.81827 6.11324 -0.089
C -5.41195 2.44263 7.08596 -0.860
N -5.45454 3.71966 3.56168 -0.609
H -4.03695 6.03707 2.78377 0.338
H -3.46950 6.25319 4.49329 0.345
H -5.25919 6.26537 3.95170 0.353
H -3.34172 3.91433 4.00821 0.075
H -5.48455 4.60344 6.08971 0.503
H -3.72187 4.79751 6.34666 0.241
H -5.16526 1.40248 7.32376 0.197
H -6.45422 2.40776 6.70035 0.333
H -5.43376 3.06374 7.97918 0.355
H -5.48498 2.75108 3.91717 0.223
H -6.31687 4.17363 3.83124 0.299
C -2.01789 -0.12805 6.10344 -1.730
C -0.50085 -0.31667 6.10040 2.422
C 0.16810 1.05134 6.39369 -1.170
O -0.16019 1.93837 5.41816 0.062
C 0.48914 3.15145 5.30308 -0.537
N 0.08338 -1.26900 7.08288 -0.496
H -2.37281 0.58496 6.86478 0.393
H -2.56458 -1.06232 6.22552 0.564
H -2.36601 0.30025 5.13687 0.278
H -0.13575 -0.58228 5.11308 -1.361
H 1.24057 0.83731 6.54254 0.296
H -0.29585 1.37059 7.35250 0.270
H 1.45731 2.93853 4.75314 0.026
H 0.76813 3.69172 6.26911 0.293
H -0.07666 3.80796 4.71568 0.162
H 0.99230 -1.67074 6.83605 0.223
H -0.59276 -1.70385 7.71261 0.181
C 0.41392 -1.74359 -2.84698 -0.126
C 1.00469 -0.88550 -1.65894 1.672
C 0.18332 -0.93888 -0.35074 -1.515
O -1.15662 -0.45015 -0.51978 0.999
C -1.68554 -0.38721 0.79433 -1.154
N 2.43235 -1.06406 -1.52729 0.334
H 0.93278 -1.56473 -3.76547 -0.516
H -0.64067 -1.57316 -2.96101 0.098
H 0.52884 -2.79093 -2.63158 0.312
H 0.86802 0.17054 -2.02419 -1.448
H 0.63180 -0.36008 0.43488 0.159
H 0.15501 -1.91011 0.03277 0.566
H -1.75603 -1.30799 1.32053 0.485
H -2.69732 -0.07231 0.73733 0.369
H -1.04698 0.25265 1.42121 -0.064
H 2.83426 -1.99874 -1.42576 -0.221
H 2.64792 -0.48809 -0.74544 0.143
C -3.12537 2.11187 -5.13776 -1.928
C -2.60386 2.11990 -3.72322 0.763
C -3.65033 2.67072 -2.79998 -1.112
O -3.03917 2.89801 -1.54200 0.031
C -4.13830 3.09516 -0.56436 -0.734
N -2.07901 0.82717 -3.22945 0.183
H -2.32120 1.79540 -5.75747 0.412
H -3.40416 3.12396 -5.48207 0.432
H -3.96167 1.43758 -5.26581 0.392
H -1.82947 2.84253 -3.67028 0.031
H -4.44511 1.92673 -2.68966 0.486
H -4.05338 3.64639 -3.21789 0.338
H -4.50116 2.11521 -0.33858 0.253
H -4.96028 3.61708 -1.08190 0.410
H -3.70993 3.70428 0.29270 0.032
H -2.75774 0.17611 -3.42531 0.181
H -1.84313 0.89834 -2.28168 -0.250
C 5.33090 -2.90688 -4.65361 -0.942
C 4.26601 -2.56820 -3.64473 0.338
O 3.45344 -3.74508 -3.28784 -0.376
O 4.72398 -2.80204 -5.98504 -0.444
H 5.56084 -3.96538 -4.38674 0.175
H 6.13089 -2.22637 -4.62691 0.588
H 3.58066 -1.82732 -4.07753 -0.219
H 4.73724 -2.11465 -2.73974 0.355
H 2.70168 -3.76236 -3.86558 0.312
H 5.52837 -2.44874 -6.43255 0.285
C 3.57345 -6.31421 -0.73855 -0.255
C 3.48511 -4.90802 -0.24293 0.267
O 3.08434 -4.89473 1.14006 -0.513
O 4.38339 -7.13942 0.02496 -0.578
H 3.93409 -6.19397 -1.75011 0.306
H 2.67119 -6.88325 -0.79869 0.159
H 2.79601 -4.32506 -0.84680 -0.348
H 4.47934 -4.42724 -0.32508 0.313
H 2.21489 -5.32097 1.15689 0.307
H 4.52664 -6.65780 0.84184 0.361
C 1.39661 1.37079 -4.73424 0.591
C 2.10481 1.89648 -5.96442 -0.894
O 1.26437 2.84381 -6.56073 -0.601
O 0.43393 0.43989 -5.11832 -0.242
H 0.88171 2.21666 -4.32074 0.248
H 2.11158 0.93571 -3.98876 -0.013
H 2.54088 1.19447 -6.62610 0.423
H 2.91097 2.53135 -5.65759 0.336
H 0.58846 2.37095 -6.98814 0.359
H -0.27476 0.52477 -4.44341 -0.255
C 2.24960 -2.82814 4.08468 0.040
C 1.02532 -2.32219 3.40028 0.450
O 1.31654 -1.11072 2.70731 0.085
O 2.47254 -1.92927 5.18589 -0.612
H 3.06539 -2.85882 3.36111 -0.394
H 2.05347 -3.85204 4.40467 0.388
H 0.20181 -2.23528 4.10735 -0.469
H 0.74666 -3.02590 2.64361 0.201
H 1.67539 -0.47865 3.34308 0.006
H 3.30881 -1.44778 5.03788 0.397